{
  "formula": "C5H3N5O2",
  "method": "the ωB97M-V functional and the def2-TZVPD basis",
  "species": ["O", "N", "N", "N", "N", "O", "C", "C", "C", "C", "C", "N", "H", "H", "H"],
  "positions_angstrom": [[1.3956, -2.9379, 1.2020], [-2.2713, 0.0044, 0.9907], [-0.6678, -1.7472, 0.8827], [-1.0916, 1.3496, -0.3425], [1.8639, 0.9476, -1.0669], [1.3072, 2.2644, -1.3493], [0.7303, -2.0611, 0.6341], [-2.1849, 1.1792, 0.3803], [-1.0728, -0.6186, 0.5674], [-0.3231, 0.2845, -0.2088], [1.0879, 0.0500, -0.4921], [1.5312, -1.2287, -0.1410], [0.4612, 2.3762, -0.8235], [-2.9505, 1.9034, 0.4371], [2.1846, -1.7659, -0.6701]],
  "forces_ev_per_angstrom": [[-3.06, 0.83, -0.98], [-0.44, 0.85, -0.93], [1.57, -3.08, 1.36], [4.85, 1.40, -2.57], [-1.26, 0.63, 0.43], [0.20, -2.62, 1.23], [2.35, -1.12, 1.71], [-1.76, -4.01, 2.37], [-1.40, 0.26, 1.20], [-0.01, 2.83, -0.38], [-0.20, 2.07, -2.06], [-1.74, 1.23, -0.57], [0.59, -0.36, -0.75], [-0.59, 0.75, 0.13], [0.90, 0.35, -0.19]],
  "fmax_ev_per_a": 5.7,
  "de_lowest_kcal_mol": 2.7,
  "lumo_ev": -3.19,
  "e_tot_ha": -616.47296,
  "gap_ev": 6.8
}